No. 1
Computed, not measured: a 10-piece molecular cluster, C46H62F9N3O31PS overall at a distorted geometry, with ωB97M-V with the def2-TZVPD basis set.

- multiplicity = 1
- DFT total energy (eV) = -161211.74692
- LUMO level (hartree) = -0.1973
- net charge = +1
- Kohn-Sham gap (eV) = 5.737

Each line ends with the Löwdin charge.
Element x y z (Å)
S (-0.608, -1.543, -1.144)  0.75
P (-6.627, 1.863, -0.323)  0.76
F (8.448, -1.439, 4.880)  0.08
F (-9.247, 5.403, 2.839)  0.08
F (-0.435, -8.318, -2.658)  0.09
F (7.064, 11.257, 0.610)  0.08
F (-10.729, 2.673, 0.136)  0.07
F (6.453, -0.391, -0.071)  0.07
F (4.278, -3.500, -5.386)  0.09
F (8.265, -3.688, -2.007)  0.08
F (-6.822, -3.336, -3.879)  0.06
O (-12.434, 2.016, 1.430)  0.15
O (-6.678, 3.561, -0.774)  -0.18
O (0.111, -6.650, -1.267)  0.11
O (-6.118, 4.982, 4.141)  0.07
O (-5.342, 7.132, 4.053)  0.15
O (-13.533, 0.849, 3.055)  0.15
O (-6.814, -5.551, -3.553)  0.11
O (7.072, 9.041, 0.936)  0.15
O (-7.569, -7.595, -2.873)  0.16
O (3.531, -7.760, -4.379)  0.15
O (2.328, -7.054, -1.099)  0.09
O (-7.081, 1.696, 1.215)  -0.34
O (11.028, -2.424, -0.448)  0.09
O (-7.380, 6.592, 3.179)  0.15
O (-7.879, 1.074, -1.265)  -0.18
O (10.062, -0.828, 0.875)  0.14
O (2.617, 5.378, -1.664)  -0.07
O (-11.251, 0.999, 3.067)  0.08
O (4.869, 8.748, 1.351)  0.07
O (11.834, -0.005, 7.369)  0.15
O (4.286, -5.716, -5.060)  0.16
O (2.083, -6.009, -4.645)  0.04
O (9.804, 0.945, 6.915)  0.08
O (6.317, 6.997, 1.616)  0.13
O (1.362, -5.458, 0.224)  0.13
O (5.743, 1.150, 1.392)  0.11
O (5.218, 2.067, 3.414)  0.14
O (8.811, -2.019, -0.616)  0.12
O (-9.017, -5.845, -3.138)  0.08
O (10.266, -1.132, 6.151)  0.14
O (6.604, 0.253, 3.280)  0.06
N (3.342, 3.053, -1.522)  -0.16
N (-5.005, 1.117, -0.499)  -0.13
N (-2.001, 4.876, 1.637)  -0.03
C (-4.975, -0.225, -1.260)  0.05
C (-10.325, 1.522, 2.136)  -0.09
C (10.730, -0.060, 6.853)  -0.50
C (3.245, 4.433, -0.911)  -0.31
C (-0.825, 1.440, 0.529)  -0.18
C (9.973, -1.685, 0.012)  -0.49
C (-7.898, 5.342, 2.785)  -0.33
C (-3.279, -3.795, -1.347)  -0.24
C (6.817, 0.313, 1.025)  -0.33
C (3.320, -6.593, -4.668)  -0.47
C (2.285, -4.636, -4.911)  -0.07
C (-2.698, 4.275, 0.400)  -0.24
C (3.866, 4.906, 0.536)  -0.01
C (-3.710, 1.718, 0.089)  0.00
C (9.206, -2.751, -1.754)  -0.33
C (0.211, 2.091, -0.562)  -0.19
C (-2.251, 0.919, -0.089)  -0.01
C (3.587, -4.635, -5.636)  -0.32
C (4.790, 2.913, -2.017)  -0.09
C (-6.208, 6.307, 3.813)  -0.50
C (-7.780, -6.429, -3.161)  -0.50
C (-3.786, -2.571, -2.313)  -0.15
C (-3.732, 3.122, 0.937)  -0.15
C (-4.231, -5.131, -1.359)  -0.21
C (2.975, 1.951, -0.552)  -0.21
C (1.553, 1.197, -0.865)  -0.20
C (-2.208, -0.536, -0.913)  -0.32
C (-8.815, -4.471, -3.404)  -0.08
C (-11.130, 2.552, 1.421)  -0.33
C (6.374, 10.122, 0.360)  -0.33
C (-7.366, 4.405, 3.815)  -0.08
C (1.273, -6.316, -0.639)  -0.50
C (10.488, -3.384, -1.334)  -0.07
C (5.071, 10.121, 1.085)  -0.07
C (6.106, 8.164, 1.328)  -0.50
C (-7.513, -4.471, -4.129)  -0.33
C (1.788, -8.014, -1.985)  -0.07
C (-12.495, 1.252, 2.557)  -0.50
C (6.978, -0.584, 2.204)  -0.08
C (-2.740, -5.866, 0.852)  -0.14
C (5.803, 1.227, 2.751)  -0.50
C (8.873, -0.936, 6.061)  -0.33
C (-3.369, -6.335, -0.607)  -0.24
C (-3.621, -1.116, -1.507)  -0.08
C (8.727, 0.547, 6.090)  -0.08
C (0.506, -7.381, -2.406)  -0.33
H (-0.406, 2.338, -1.550)  0.13
H (11.161, -3.562, -2.177)  0.15
H (-7.600, -4.623, -5.210)  0.18
H (-0.291, 0.491, 0.991)  0.12
H (9.299, -2.075, -2.612)  0.18
H (-9.457, 1.951, 2.645)  0.12
H (-4.353, -5.467, -2.487)  0.12
H (3.500, -4.788, -6.717)  0.18
H (8.840, 1.003, 5.101)  0.15
H (5.514, 2.471, -1.191)  0.09
H (8.006, -0.937, 2.321)  0.12
H (-0.975, 2.220, 1.401)  0.11
H (-5.259, -5.003, -0.798)  0.12
H (-3.319, 5.135, -0.131)  0.13
H (-2.811, 5.290, 2.189)  0.09
H (8.374, -1.453, 6.888)  0.18
H (0.538, 3.149, -0.117)  0.13
H (-3.394, 2.841, 2.047)  0.15
H (-0.285, -1.518, -2.510)  -0.08
H (1.556, 0.896, -1.996)  0.11
H (1.471, -4.230, -5.518)  0.15
H (-7.240, 3.390, 3.428)  0.13
H (4.473, 3.968, 0.953)  0.08
H (-9.629, -4.066, -4.011)  0.15
H (6.311, -1.452, 2.170)  0.16
H (5.112, 10.672, 2.031)  0.15
H (0.599, -6.706, -3.263)  0.15
H (-4.786, 3.622, 1.044)  0.10
H (7.699, 0.923, 0.801)  0.18
H (-7.575, 5.116, 1.763)  0.17
H (4.529, 5.870, 0.494)  0.08
H (-7.992, 4.363, 4.713)  0.15
H (-3.189, -2.446, -3.312)  0.13
H (2.983, 2.260, 0.578)  0.13
H (-11.133, 3.535, 1.905)  0.17
H (2.326, -4.085, -3.965)  0.15
H (-2.401, -6.790, 1.498)  0.09
H (1.535, 0.225, -0.171)  0.09
H (1.639, -8.958, -1.450)  0.16
H (-4.026, -7.315, -0.426)  0.12
H (2.461, -8.192, -2.828)  0.11
H (-1.796, -5.184, 0.599)  0.07
H (3.823, 1.118, -0.664)  0.13
H (-7.937, 1.446, -2.194)  0.11
H (7.770, 0.862, 6.515)  0.15
H (-2.218, -4.142, -1.770)  0.11
H (-5.988, -0.669, -1.707)  0.14
H (-1.639, 4.117, 2.263)  0.06
H (5.248, 3.979, -2.296)  0.12
H (-3.486, -5.142, 1.435)  0.08
H (-4.953, -2.735, -2.475)  0.11
H (-1.930, 3.879, -0.396)  0.11
H (-5.903, 3.785, -1.371)  0.10
H (-2.422, -6.574, -1.292)  0.10
H (-8.774, -3.920, -2.458)  0.15
H (-3.095, -3.340, -0.280)  0.11
H (-9.982, 0.719, 1.475)  0.14
H (10.339, -4.328, -0.798)  0.15
H (4.840, 2.180, -2.953)  0.11
H (4.257, 10.527, 0.478)  0.15
H (2.935, 5.009, 1.277)  0.11
H (6.286, 9.969, -0.721)  0.18



No. 2
Computed, not measured: C46H63As2O3SSi2SnTe as an isolated structure at a distorted geometry, with ωB97M-V with the def2-TZVPD basis set.

- multiplicity = 1
- DFT total energy (eV) = -216264.34369
- LUMO level (hartree) = 0.0890
- net charge = -1
- Kohn-Sham gap (eV) = 6.464

Each line ends with the Löwdin charge.
Element x y z (Å)
Te (3.930, -0.507, 1.474)  0.68
Sn (2.628, -0.515, -1.184)  0.34
As (-4.765, 1.683, -0.996)  1.17
As (-4.832, -0.054, 1.727)  1.12
S (0.453, -1.380, -0.255)  0.21
Si (1.447, 1.821, -0.985)  0.50
Si (0.539, -3.465, -0.023)  -0.11
O (2.058, -4.014, -0.072)  -0.17
O (-0.182, -3.929, 1.347)  -0.16
O (-0.212, -4.296, -1.294)  -0.16
C (-0.848, 2.271, 2.625)  -0.11
C (4.075, 4.226, -3.181)  -0.10
C (-2.565, -3.991, -0.823)  -0.02
C (0.100, 1.758, 1.721)  -0.09
C (-1.718, -5.794, -2.332)  -0.04
C (-1.119, 1.167, -4.281)  -0.09
C (2.909, -4.925, -0.693)  -0.68
C (2.729, 3.084, -1.562)  -0.32
C (-4.984, 4.716, 2.024)  -0.07
C (0.160, 2.047, -2.368)  -0.29
C (-4.856, 1.876, 1.928)  -0.49
C (4.005, 5.076, -0.922)  -0.09
C (4.474, 5.122, -2.226)  -0.12
C (3.255, 3.154, -2.827)  -0.12
C (-1.384, 3.517, 2.443)  -0.12
C (-4.995, 3.944, 3.211)  -0.10
C (-2.989, -0.099, 0.853)  -0.35
C (-6.543, 2.327, -1.592)  -0.32
C (-1.376, 2.395, -4.747)  -0.13
C (-0.952, 4.287, 1.371)  -0.06
C (2.651, -6.341, -0.224)  -0.02
C (-0.436, -4.929, 3.413)  -0.03
C (7.334, 3.129, 1.557)  -0.10
C (-0.122, 3.695, 0.350)  -0.12
C (6.821, 2.777, 0.294)  -0.10
C (-4.251, -0.596, 3.614)  -0.33
C (3.156, 4.054, -0.621)  -0.11
C (5.957, 1.710, 0.240)  -0.15
C (-4.838, 4.003, 0.809)  -0.12
C (6.981, 2.341, 2.644)  -0.12
C (-1.470, -3.369, -3.024)  -0.04
C (1.590, -3.533, 2.992)  -0.02
C (0.060, -3.673, 2.752)  -0.57
C (-4.904, 2.557, 3.115)  -0.14
C (6.061, 1.310, 2.596)  -0.20
C (0.410, 2.453, 0.525)  -0.28
C (-1.476, -4.383, -1.898)  -0.67
C (-0.431, 0.975, -3.058)  -0.08
C (4.247, -4.479, -0.201)  -0.05
C (-0.870, 3.472, -4.044)  -0.10
C (-0.741, -2.368, 3.149)  -0.02
C (2.777, -4.778, -2.213)  -0.01
C (-3.688, 3.034, -2.023)  -0.29
C (-4.780, 2.615, 0.727)  -0.45
C (5.500, 0.998, 1.368)  -0.60
C (-0.051, 3.295, -2.936)  -0.13
H (-2.371, -3.425, -3.656)  0.08
H (-1.310, -2.286, -2.731)  0.08
H (8.117, 3.853, 1.612)  0.08
H (-1.748, -2.541, 2.838)  0.05
H (6.998, 3.363, -0.622)  0.10
H (-1.625, 0.345, -4.711)  0.09
H (-1.974, 3.995, 3.195)  0.09
H (5.668, 0.869, 3.476)  0.06
H (2.414, -6.499, 0.832)  0.08
H (-1.981, 2.589, -5.595)  0.09
H (-0.351, 0.025, -2.599)  0.02
H (0.250, 4.118, -2.347)  0.07
H (-3.047, -0.650, -0.042)  -0.04
H (2.028, -2.609, 2.663)  0.02
H (-1.582, -6.448, -1.417)  0.11
H (5.471, 1.440, -0.695)  0.08
H (-6.744, 1.829, -2.457)  -0.04
H (-2.650, 2.780, -1.927)  -0.01
H (2.835, 4.035, 0.412)  0.10
H (-1.294, -5.365, 2.863)  0.10
H (4.360, 4.352, -4.280)  0.12
H (-1.193, 1.676, 3.461)  0.09
H (5.094, -5.153, -0.376)  0.09
H (3.498, -7.000, -0.504)  0.09
H (-1.039, -6.023, -3.117)  0.06
H (-2.786, -5.914, -2.746)  0.11
H (-4.976, 1.945, 4.060)  0.10
H (-1.003, 4.528, -4.376)  0.11
H (2.949, -3.697, -2.406)  0.08
H (-5.103, -0.394, 4.273)  0.00
H (1.766, -5.096, -2.548)  0.09
H (-1.345, 5.292, 1.113)  0.10
H (4.496, -3.470, -0.655)  0.09
H (-5.120, 5.782, 2.060)  0.09
H (-7.114, 2.038, -0.747)  -0.01
H (-6.697, 3.455, -1.645)  0.06
H (-4.722, 4.618, -0.127)  0.09
H (-0.768, -4.760, 4.457)  0.10
H (-0.586, -3.572, -3.664)  0.09
H (-0.286, -1.578, 2.519)  0.05
H (4.242, -4.365, 0.862)  0.07
H (-2.380, -0.562, 1.637)  -0.01
H (-2.537, 0.884, 0.609)  0.02
H (-3.797, 4.030, -1.616)  -0.01
H (-4.095, -1.667, 3.576)  -0.01
H (-4.065, 3.180, -3.060)  0.04
H (1.736, -3.555, 4.066)  0.09
H (5.157, 5.875, -2.507)  0.08
H (-2.523, -4.732, -0.057)  0.07
H (2.088, -4.389, 2.566)  0.07
H (4.223, 5.831, -0.201)  0.10
H (-5.070, 4.428, 4.148)  0.08
H (-0.840, -2.123, 4.207)  0.08
H (1.729, -6.718, -0.767)  0.10
H (0.093, 4.305, -0.523)  0.08
H (-2.314, -3.060, -0.364)  0.05
H (-3.572, -4.031, -1.143)  0.07
H (2.995, 2.354, -3.528)  0.11
H (-3.294, -0.056, 3.789)  0.02
H (7.335, 2.608, 3.596)  0.08
H (3.574, -5.246, -2.627)  0.04
H (0.526, 0.700, 1.814)  0.08
H (0.331, -5.604, 3.419)  0.04



No. 3
Computed, not measured: a 19-piece molecular cluster, C46H65Cl54FN6P2 overall at a distorted geometry, with ωB97M-V with the def2-TZVPD basis set.

- multiplicity = 1
- DFT total energy (eV) = -755197.29959
- LUMO level (hartree) = -0.0108
- net charge = 0
- Kohn-Sham gap (eV) = 6.650

Each line ends with the Löwdin charge.
Element x y z (Å)
Cl (6.667, -3.449, 7.829)  0.52
Cl (4.768, -5.360, 3.746)  0.54
Cl (-3.840, -7.178, 2.781)  0.54
Cl (2.563, -3.477, 3.608)  0.63
Cl (8.719, -7.030, 8.265)  0.53
Cl (2.697, 5.588, -1.986)  0.52
Cl (5.470, 13.460, -0.545)  0.53
Cl (-5.138, -5.418, -9.775)  0.54
Cl (-6.567, 2.454, -6.124)  0.53
Cl (7.698, -0.238, -8.770)  0.52
Cl (6.316, 5.550, -6.369)  0.53
Cl (4.071, 8.839, -2.612)  0.54
Cl (-2.360, -4.692, -10.213)  0.58
Cl (8.561, 0.341, 10.730)  0.53
Cl (-0.481, 3.627, -9.498)  0.51
Cl (-3.727, 1.906, -6.364)  0.53
Cl (3.772, -3.295, 7.707)  0.56
Cl (5.300, -1.078, 8.794)  0.53
Cl (-5.035, 7.426, -3.630)  0.53
Cl (3.566, 6.030, -7.160)  0.55
Cl (6.754, 7.904, -3.149)  0.54
Cl (-3.461, -2.575, -6.677)  0.52
Cl (-5.528, -0.153, -5.388)  0.52
Cl (8.014, -2.475, 11.174)  0.50
Cl (2.035, -6.331, 3.580)  0.51
Cl (8.978, -0.819, 13.358)  0.53
Cl (-0.631, -10.204, -12.654)  0.54
Cl (-2.644, -8.117, -12.506)  0.57
Cl (-0.605, -12.723, 2.280)  0.51
Cl (8.173, 13.051, 0.431)  0.53
Cl (5.701, 7.797, -0.439)  0.52
Cl (2.139, 0.348, -4.762)  0.55
Cl (1.002, 7.953, -1.851)  0.51
Cl (6.305, 10.828, 0.353)  0.56
Cl (2.295, -12.801, 2.407)  0.52
Cl (-3.025, -7.289, -9.097)  0.53
Cl (-2.663, -9.641, 3.762)  0.52
Cl (-0.953, -7.486, 2.816)  0.48
Cl (-0.685, -1.841, -7.080)  0.53
Cl (-3.362, 3.953, -9.354)  0.51
Cl (-1.614, 6.036, -8.342)  0.53
Cl (-2.170, 7.564, -4.084)  0.52
Cl (7.191, 1.970, -6.951)  0.50
Cl (1.124, 6.126, 0.398)  0.60
Cl (0.863, -10.440, 3.309)  0.50
Cl (-1.348, -4.453, -5.996)  0.56
Cl (7.603, -5.860, 10.676)  0.50
Cl (7.708, -0.688, -5.901)  0.53
Cl (5.847, -7.055, 8.694)  0.51
Cl (2.990, 0.384, -7.538)  0.54
Cl (4.333, 3.434, -6.126)  0.58
Cl (-3.445, -10.907, -12.587)  0.54
Cl (0.449, 1.576, -6.783)  0.51
Cl (-3.343, 8.898, -1.785)  0.55
P (1.260, 1.034, 7.140)  0.93
P (-3.206, 2.584, 4.875)  0.77
F (0.954, -0.627, 0.595)  -0.02
N (-1.317, 6.692, 2.489)  0.13
N (-3.858, 1.635, 5.971)  -0.32
N (-3.684, 6.760, 2.038)  0.01
N (0.764, -0.386, 3.359)  0.20
N (-2.041, 6.669, 0.263)  0.08
N (-0.661, 1.310, 5.233)  0.11
C (-3.095, -4.907, -1.350)  -0.32
C (7.996, -0.861, 11.892)  -1.55
C (-2.153, -1.934, -2.190)  -0.17
C (2.029, 6.842, -0.935)  -1.55
C (6.992, 0.238, -7.223)  -1.55
C (1.234, -0.087, 4.549)  -0.28
C (3.090, -5.055, 4.197)  -1.52
C (-4.098, 5.586, 2.849)  -0.24
C (2.605, -0.640, 4.949)  -0.11
C (-4.543, -5.403, -1.176)  -0.05
C (-2.942, 1.266, 2.381)  -0.16
C (-2.500, -8.315, 2.610)  -1.54
C (-0.344, -1.093, 0.862)  -0.30
C (6.483, 12.571, 0.593)  -1.53
C (-1.122, 0.981, 3.988)  -0.22
C (-2.644, -4.340, -2.528)  -0.10
C (5.217, -2.833, 8.615)  -1.54
C (1.325, -0.710, 7.836)  -0.30
C (5.710, 8.694, -1.969)  -1.54
C (-0.472, 0.155, 3.071)  -0.13
C (-0.176, -2.511, 1.460)  -0.03
C (-4.285, 1.935, 2.043)  -0.15
C (-2.285, 6.700, 1.662)  -0.53
C (-1.849, -3.165, -7.096)  -1.53
C (-1.821, 4.298, -8.568)  -1.57
C (-2.383, 1.530, 3.606)  -0.22
C (-3.446, 7.504, -2.866)  -1.54
C (2.108, 1.253, -6.275)  -1.57
C (-0.074, 1.831, 8.164)  -0.30
C (-5.352, 1.224, -6.476)  -1.53
C (-2.221, -9.767, -12.030)  -1.53
C (-2.189, 0.470, -1.188)  -0.15
C (-2.292, 0.387, 1.430)  -0.08
C (0.495, 0.742, 5.469)  -0.37
C (-2.560, -0.448, -2.397)  -0.33
C (-4.861, 4.506, 2.028)  -0.19
C (-3.017, -2.923, -3.009)  -0.19
C (-3.534, -6.013, -10.206)  -1.56
C (0.824, -12.198, 3.175)  -1.55
C (-2.184, -5.118, -0.158)  -0.08
C (-3.956, 3.374, 1.464)  -0.17
C (7.433, -7.137, 9.467)  -1.54
C (-1.700, 0.088, -3.590)  -0.09
C (-1.081, -0.148, 1.806)  -0.04
C (-2.979, 0.084, 0.098)  -0.11
C (4.624, 5.175, -6.038)  -1.50
H (-4.619, -6.321, -1.776)  0.08
H (0.670, -0.818, 8.710)  0.04
H (-2.288, 7.613, -0.049)  0.00
H (-1.826, 3.828, -7.591)  -0.03
H (-1.020, 6.603, 0.198)  -0.04
H (-1.095, -2.045, -2.483)  0.12
H (-3.273, 5.162, 3.443)  0.08
H (-4.102, -2.784, -2.859)  0.11
H (3.118, 0.071, 5.610)  0.05
H (-2.200, -4.241, 0.505)  0.07
H (-2.884, 3.597, 1.564)  0.11
H (-4.854, 1.348, 1.316)  0.10
H (-0.662, -0.264, -3.531)  0.06
H (-0.868, -1.223, -0.084)  0.09
H (-2.257, 3.418, 5.515)  0.00
H (-4.929, 2.045, 2.923)  0.08
H (-4.839, 5.977, 3.566)  0.12
H (-0.029, 1.445, 9.194)  0.03
H (7.516, -8.092, 9.970)  0.01
H (-0.152, -3.240, 0.637)  0.07
H (-4.236, 3.355, 4.310)  -0.01
H (-3.961, 0.561, 0.018)  0.10
H (-3.775, 7.546, 2.677)  0.11
H (0.769, -12.613, 4.174)  0.01
H (0.060, 2.918, 8.198)  0.02
H (5.931, 0.020, -7.253)  -0.03
H (-3.626, -0.366, -2.658)  0.12
H (6.095, 9.685, -1.783)  -0.06
H (-2.198, -2.273, -1.143)  0.08
H (-2.502, 1.483, -1.479)  0.11
H (-3.581, -6.433, -11.205)  -0.09
H (6.975, -0.620, 12.160)  0.01
H (-3.189, -1.001, 0.092)  0.12
H (0.934, -1.411, 7.078)  0.03
H (-5.276, -4.650, -1.509)  0.08
H (-2.141, -0.173, -4.564)  0.04
H (-1.077, 1.557, 7.794)  0.03
H (-2.532, -8.729, 1.609)  0.02
H (-1.105, 0.428, -1.032)  0.11
H (-1.139, -5.294, -0.471)  0.09
H (6.157, 12.808, 1.597)  0.01
H (-4.157, 3.321, 0.380)  0.10
H (-1.010, -2.726, 2.143)  0.10
H (2.507, -1.642, 5.366)  0.00
H (-3.308, 6.608, -2.271)  0.00
H (-1.996, -4.969, -3.160)  0.08
H (4.396, 5.509, -5.033)  0.00
H (-3.682, 0.672, 5.698)  -0.05
H (3.025, -5.055, 5.278)  -0.01
H (3.194, -0.674, 4.020)  0.08
H (0.763, -2.593, 2.005)  0.00
H (2.852, 7.410, -0.518)  -0.05
H (-1.656, 1.190, -3.531)  0.07
H (-5.458, 5.029, 1.272)  0.11
H (-4.742, -5.704, -0.136)  0.05
H (5.153, -3.274, 9.603)  0.01
H (2.595, 2.213, -6.117)  -0.12
H (-1.888, -3.573, -8.098)  -0.09
H (-2.774, -2.914, -4.081)  0.03
H (2.358, -1.034, 8.036)  -0.05
H (-5.576, 4.065, 2.745)  0.09
H (-2.185, -9.806, -10.948)  0.00
H (-5.503, 0.877, -7.491)  0.02
H (-1.689, 6.714, 3.440)  0.05
H (-2.472, -5.990, 0.455)  0.02